1.
A cluster of 2 separate species, C4H11NP in total. Source: the OMol25 dataset; level of theory: the ωB97M-V functional and the def2-TZVPD basis.

Positions of all 17 atoms, in Å:
C: -1.37 -0.53 0.64
C: -0.40 0.58 0.91
C: -1.16 -0.95 -0.84
C: 0.88 0.21 0.27
N: 1.52 1.36 -0.46
P: 0.64 -1.15 -1.10
H: -1.09 -1.40 1.23
H: -2.47 -0.48 0.94
H: -0.90 1.58 0.51
H: -0.34 0.82 2.07
H: -1.74 -1.84 -1.13
H: -1.41 -0.25 -1.59
H: 2.12 -0.25 1.02
H: 1.68 2.23 0.10
H: 0.95 1.47 -1.29
H: 2.47 1.08 -0.81
H: 0.63 -2.48 -0.46

Summary:
2S+1: 1
Calculated total energy (a.u.): -554.76338
Net charge: +1
LUMO level (Ha): -0.141

=====

2.
An isolated molecule of C5H8N2. Source: the OMol25 dataset; level of theory: the ωB97M-V functional and the def2-TZVPD basis.

Positions of all 15 atoms, in Å:
C: 0.71 -0.10 0.23
C: 1.94 -0.40 0.51
C: 0.23 -0.79 -1.89
C: -0.46 0.77 0.18
C: -1.46 0.37 1.35
N: -0.69 0.16 -2.01
N: -1.15 0.85 -1.13
H: 2.39 -0.15 1.54
H: 2.56 -1.01 -0.09
H: 1.27 -0.63 -2.12
H: -0.11 -1.80 -1.96
H: -0.27 1.76 0.45
H: -2.35 0.95 1.48
H: -0.90 0.64 2.20
H: -1.70 -0.63 1.26

Summary:
2S+1: 1
Calculated total energy (a.u.): -304.62509
Net charge: 0
LUMO level (Ha): 0.028

=====

3.
A structure of composition C11H11P. Source: the OMol25 dataset; level of theory: the ωB97M-V functional and the def2-TZVPD basis.

Positions of all 23 atoms, in Å:
C: -0.65 2.10 -2.96
C: -1.70 1.79 -2.10
C: 0.57 1.39 -2.92
C: -1.48 0.82 -1.07
C: 0.65 0.22 -2.13
C: -0.36 -0.02 -1.11
C: 1.75 -0.96 1.77
C: 1.60 -1.27 0.47
C: -0.40 -1.62 3.10
C: 0.66 -0.68 2.68
C: -0.75 -0.55 2.12
P: -0.22 -1.48 -0.05
H: -0.68 2.71 -3.88
H: -2.70 2.16 -2.13
H: 1.29 1.51 -3.73
H: -2.23 0.66 -0.32
H: 1.33 -0.54 -2.44
H: 2.71 -0.93 2.33
H: 2.31 -1.21 -0.27
H: -0.31 -2.57 2.76
H: -0.93 -1.64 4.08
H: 1.07 -0.02 3.41
H: -1.55 0.15 2.40

Summary:
2S+1: 1
Calculated total energy (a.u.): -766.95384
Net charge: 0
LUMO level (Ha): 0.015

=====

The calculation returns the following gap between HOMO and LUMO values, one per record and in order: 9.8589; 8.6730; 8.6379 eV.
The calculation returns the following ΔE to the lowest compared entry with this formula, charge and spin values, one per record and in order: 56.70; 132.03; 47.17 kcal per mole.